30
Properties=species:S:1:pos:R:3 method="wB97M-V/def2-TZVPD" e_lumo_ev=-0.184 homo_lumo_gap_ha=0.276 max_force_ev_per_a=5.84 relative_energy_kcal_mol=91.8 total_energy_ha=-847.7333
C -2.742 -1.653 -1.295
O -2.130 -0.856 -0.327
Si -0.822 0.001 -0.391
C 0.467 0.299 -1.690
C 0.404 0.613 -3.075
C 1.651 0.500 -3.568
C 2.527 0.358 -2.402
N 1.788 0.232 -1.279
C -0.749 0.675 1.424
C -1.835 0.030 2.427
C -0.958 2.188 1.601
H -2.754 -1.221 -2.370
H -3.715 -1.963 -1.116
H -2.092 -2.528 -1.193
H -0.442 0.879 -3.578
H 1.926 0.533 -4.617
H 3.530 0.359 -2.296
H 0.206 0.240 1.852
H -2.790 0.529 2.144
H -1.751 -1.079 2.369
H -1.655 0.342 3.347
H -1.773 2.416 2.265
H -1.265 2.637 0.553
H -0.038 2.659 2.048
C 2.627 -1.066 1.884
O 1.745 -1.552 0.817
H 2.669 0.096 1.906
H 3.710 -1.290 1.595
H 2.191 -1.485 2.810
H 2.069 -0.895 0.154

---

27
Properties=species:S:1:pos:R:3 method="wB97M-V/def2-TZVPD" e_lumo_ev="-0.456 / 0.496" homo_lumo_gap_ha="0.248 / 0.305" max_force_ev_per_a=2.87 relative_energy_kcal_mol=64.5 total_energy_ha=-694.2762
C 1.049 -2.191 -1.503
C -0.291 -1.817 -1.948
C -0.881 -0.466 -1.470
C -0.070 0.292 -0.470
C 1.427 2.394 -0.607
C -1.127 0.048 3.224
C 1.083 1.038 -1.182
C -0.596 0.609 0.832
C -0.610 -0.514 1.888
P 2.128 -3.387 -1.918
H 1.414 -1.622 -0.602
H -0.316 -1.814 -3.008
H -0.851 -2.636 -1.358
H -1.072 0.190 -2.316
H -1.850 -0.892 -1.023
H 1.870 2.367 0.397
H 0.564 2.992 -0.691
H 2.087 2.804 -1.365
H -2.042 -0.549 3.735
H -1.542 1.109 3.205
H -0.293 0.140 3.918
H 2.047 0.521 -1.095
H 0.684 1.047 -2.236
H -0.260 1.505 1.352
H -1.628 0.905 0.631
H -1.352 -1.337 1.618
H 0.430 -0.736 1.994

---

30
Properties=species:S:1:pos:R:3 method="wB97M-V/def2-TZVPD" total_charge=+2 e_lumo_ev=-10.649 homo_lumo_gap_ha=0.269 max_force_ev_per_a=6.29 relative_energy_kcal_mol=6.8 total_energy_ha=-725.4015
Al -23.849 -17.680 -16.224
C -21.430 -14.261 -17.951
C -21.198 -15.099 -19.234
C -19.662 -15.227 -19.273
C -19.145 -16.336 -20.159
C -19.690 -17.738 -19.788
C -21.248 -17.714 -19.770
N -21.733 -16.517 -19.008
O -22.946 -16.512 -18.815
C -21.726 -19.037 -19.169
C -21.737 -17.701 -21.243
C -21.711 -14.365 -20.501
H -21.005 -14.674 -17.036
H -22.494 -14.056 -17.836
H -20.858 -13.347 -18.104
H -19.350 -15.451 -18.252
H -19.351 -14.231 -19.584
H -18.066 -16.451 -20.059
H -19.398 -16.178 -21.208
H -19.438 -18.232 -18.848
H -19.333 -18.376 -20.593
H -21.437 -19.183 -18.124
H -21.206 -19.897 -19.598
H -22.764 -19.291 -19.385
H -21.220 -18.471 -21.815
H -21.550 -16.739 -21.711
H -22.765 -18.059 -21.311
H -20.973 -14.196 -21.283
H -22.227 -13.422 -20.320
H -22.512 -14.942 -20.970

---

52
Properties=species:S:1:pos:R:3 method="wB97M-V/def2-TZVPD" e_lumo_ev=-8.199 homo_lumo_gap_ha=0.143 max_force_ev_per_a=3.37 relative_energy_kcal_mol=63.7 total_energy_ha=-6973.0772
Tl -2.312 22.320 21.840
As 0.191 25.130 24.695
F -0.744 23.918 23.740
F -1.258 26.177 24.446
F 0.982 26.472 25.575
F 1.624 24.087 25.061
F 0.928 25.731 23.213
F -0.556 24.596 26.228
As -0.225 19.101 19.289
F -1.292 20.239 20.223
F -1.620 18.247 18.480
F 0.859 18.073 18.262
F 1.149 19.975 19.994
F -0.238 17.825 20.554
F -0.317 20.354 18.004
F -4.959 22.725 20.785
C -4.051 25.608 25.890
O -5.041 24.997 25.043
C -4.912 23.952 24.298
O -3.875 23.242 24.170
O -6.089 23.727 23.755
C -7.348 24.235 24.157
H -3.308 26.222 25.380
H -3.597 24.920 26.603
H -4.644 26.166 26.614
H -7.536 25.173 23.634
H -7.359 24.420 25.231
H -8.147 23.519 23.968
C -4.917 17.809 23.056
O -5.152 17.921 21.624
C -4.511 18.917 20.959
O -3.746 19.729 21.548
O -4.953 18.918 19.729
C -4.694 20.047 18.901
H -5.160 18.684 23.660
H -3.866 17.631 23.280
H -5.471 16.947 23.428
H -4.757 19.727 17.861
H -3.717 20.491 19.093
H -5.521 20.743 19.045
C 3.322 23.694 22.524
O 1.917 23.321 22.214
C 1.503 22.947 21.052
O 0.380 22.563 20.759
O 2.518 22.993 20.180
C 2.220 22.662 18.841
H 3.990 22.851 22.350
H 3.506 24.008 23.551
H 3.545 24.521 21.850
H 1.573 23.431 18.419
H 1.676 21.739 18.641
H 3.174 22.762 18.324

---

45
Properties=species:S:1:pos:R:3 method="wB97M-V/def2-TZVPD" total_charge=+1 e_lumo_ev=-11.626 homo_lumo_gap_ha=0.095 max_force_ev_per_a=4.36 total_energy_ha=-4137.6691
Tl 26.355 10.605 4.134
As 27.586 8.238 8.119
F 26.194 9.027 8.974
F 26.554 6.839 7.663
F 28.802 7.422 7.160
F 28.664 9.625 8.431
F 28.047 7.476 9.682
F 27.122 9.075 6.539
F 27.886 8.120 3.824
C 21.876 9.251 1.776
O 22.599 8.067 1.473
C 23.799 7.797 2.109
O 24.383 8.576 2.934
O 24.285 6.595 1.672
C 25.525 6.216 2.173
H 20.941 9.408 1.238
H 22.491 10.115 1.525
H 21.755 9.289 2.858
H 26.364 6.806 1.804
H 25.754 5.217 1.801
H 25.535 6.111 3.258
C 32.574 4.704 -1.621
O 31.832 5.717 -0.971
C 31.063 5.464 0.030
O 30.981 4.440 0.669
O 30.473 6.640 0.309
C 29.732 6.810 1.486
H 32.775 4.984 -2.656
H 32.060 3.744 -1.662
H 33.575 4.681 -1.192
H 29.064 5.988 1.745
H 29.128 7.708 1.357
H 30.421 7.035 2.299
C 31.099 1.706 5.217
O 29.854 2.247 4.715
C 29.676 3.585 4.718
O 30.592 4.449 4.809
O 28.388 3.775 4.362
C 27.888 5.087 4.076
H 31.946 2.260 4.812
H 31.129 0.654 4.932
H 30.938 1.806 6.291
H 28.706 5.802 4.160
H 26.984 5.375 4.612
H 27.561 5.003 3.039

---

36
Properties=species:S:1:pos:R:3 method="wB97M-V/def2-TZVPD" e_lumo_ev=0.173 homo_lumo_gap_ha=0.327 max_force_ev_per_a=10.51 total_energy_ha=-16555.5240
C -1.351 -1.413 0.668
C -2.172 -0.875 1.706
C -3.172 -0.037 2.752
P -2.910 1.850 2.394
P -0.748 2.272 2.148
O -0.486 3.721 1.537
H -0.730 -1.483 -0.349
H -2.930 -0.331 3.858
H -4.280 -0.394 2.535
H -3.575 2.053 1.102
H -0.117 1.328 1.215
H -0.135 2.189 3.480
Br 0.576 -1.512 -1.973
C 1.545 -3.106 -2.543
C 0.982 -3.655 -3.834
Br -0.682 -4.622 -3.522
H 1.505 -3.817 -1.714
H 2.578 -2.775 -2.683
H 1.663 -4.394 -4.267
H 0.769 -2.883 -4.578
Br -0.882 1.889 -1.363
C -1.567 1.407 -3.125
C -0.757 2.056 -4.222
Br -1.218 3.941 -4.418
H -2.624 1.684 -3.143
H -1.481 0.317 -3.174
H -0.989 1.605 -5.191
H 0.322 2.007 -4.053
Br 1.063 -0.309 2.693
C 2.225 0.811 3.789
C 3.615 0.226 3.884
Br 3.666 -1.272 5.133
H 1.735 0.927 4.759
H 2.248 1.779 3.280
H 4.315 0.960 4.293
H 3.998 -0.142 2.929